The following is a quantum chemistry calculation of one molecule with the formula C25H20S in a non-equilibrium geometry, from the OMol25 dataset.

The geometry in XYZ format:
```
46
Properties=species:S:1:pos:R:3:nbo_charge:R:1
S -1.9674 0.6139 0.0667 0.308
C -0.9321 1.0763 1.4272 -0.151
C 0.4052 0.6255 1.5764 -0.161
C 0.0252 -1.2436 0.1112 -0.022
C -1.2837 -1.0426 -0.1171 -0.091
C -2.0624 4.7235 3.3556 -0.205
C 1.7763 2.1652 -3.1058 -0.218
C -3.0054 4.0351 2.5330 -0.206
C -0.7952 4.0961 3.4518 -0.206
C 2.4401 -4.2475 -0.4645 -0.220
C 2.2426 0.7478 -3.0516 -0.212
C 1.3105 2.7959 -2.0122 -0.226
C 1.6440 -5.0152 -1.2922 -0.206
C -2.6728 2.7683 2.0421 -0.200
C -0.5166 2.9387 2.8912 -0.195
C 1.8090 -3.0996 -0.0378 -0.202
C 1.9904 -0.0052 -1.8954 -0.182
C 1.1396 2.1235 -0.7784 -0.219
C 0.3378 -4.7045 -1.7166 -0.219
C -1.3919 2.2793 2.0960 -0.099
C 0.5727 -2.6567 -0.3273 -0.049
C 1.3362 0.6739 -0.7681 0.010
C -0.1721 -3.5035 -1.2050 0.015
C 0.9951 -0.2094 0.4921 -0.342
C -2.2752 -2.1037 -0.5062 -0.440
C -1.6062 -3.0492 -1.5561 -0.416
H 0.9838 0.8330 2.4820 0.219
H -2.3481 5.5896 4.0653 0.226
H 1.9673 2.7566 -4.0324 0.210
H -3.9884 4.4032 2.5701 0.213
H -0.0086 4.4052 4.2535 0.208
H 3.5369 -4.4505 -0.1988 0.226
H 2.6838 0.3637 -3.9552 0.211
H 1.0441 3.8522 -2.1142 0.214
H 2.3345 -5.7639 -1.6473 0.212
H -3.3679 2.1549 1.5002 0.221
H 0.4842 2.5818 3.1206 0.209
H 2.2676 -2.6200 0.7754 0.194
H 2.3181 -1.0130 -1.9626 0.216
H 0.6923 2.6991 0.0605 0.230
H -0.2159 -5.3979 -2.2681 0.221
H 1.9340 -0.5700 0.8694 0.235
H -3.1345 -1.6256 -0.9601 0.224
H -2.4965 -2.6028 0.4367 0.225
H -2.3680 -3.8615 -1.5536 0.222
H -1.6628 -2.5165 -2.6505 0.219
```

Results
Gap between HOMO and LUMO (eV): 8.164
Multiplicity: 1
Energy above the lowest of the compared OMol25 structures with the same formula, charge and spin (kJ/mol): 301.0
Structure (SMILES): C1=C(c2ccccc2)SC2=C(c3ccccc3CC2)[C@H]1c1ccccc1
E_HOMO (eV): -7.822
Total charge: 0
E_LUMO (Eh): 0.013



The following is a quantum chemistry calculation of C25H21Br2N6NaO3S as an isolated structure in a non-equilibrium geometry, from the OMol25 dataset.

The geometry in XYZ format:
```
59
Properties=species:S:1:pos:R:3:nbo_charge:R:1
Na -0.4261 0.7363 -0.4180 0.897
C 5.7961 -3.5975 1.7055 -0.620
C 4.3281 -3.3704 1.2735 -0.209
N 4.0995 -2.1083 0.5742 -0.612
C 2.8906 -1.6075 0.2536 0.289
S 2.9946 0.0138 -0.2224 -0.445
N 1.8385 -2.4462 0.3995 -0.509
N 0.6164 -1.9892 0.0586 -0.152
C -0.4110 -2.8044 0.3712 0.081
C -0.2736 -4.0703 1.1004 -0.682
C -1.7024 -2.3617 -0.0174 0.195
C -2.8069 -3.2843 -0.0225 -0.281
C -4.0676 -2.8577 -0.3912 -0.188
C -4.2639 -1.5024 -0.7826 -0.295
C -3.1211 -0.6343 -0.6881 0.057
N -1.8946 -1.0726 -0.3741 -0.458
H 6.0693 -4.5954 1.9938 0.201
H 6.0927 -3.0727 2.5790 0.197
H 6.5077 -3.2969 0.9445 0.196
H 3.7043 -3.3951 2.2021 0.186
H 4.0404 -4.1783 0.6427 0.188
H 4.8513 -1.4412 0.6962 0.397
H -0.6719 -4.9747 0.5101 0.190
H -0.8204 -3.9454 2.0699 0.216
H 0.8164 -4.2550 1.2552 0.258
H -2.5995 -4.3019 0.2785 0.204
H -4.9277 -3.5422 -0.3888 0.193
H -5.2396 -1.1612 -1.1194 0.208
H -3.1833 0.4196 -1.0174 0.246
Br -0.6380 0.8156 5.3348 -0.001
C -0.7023 2.3067 4.1622 -0.236
C -0.6958 3.5711 4.6920 -0.217
C -0.7937 4.7089 3.8827 -0.225
Br -0.4097 6.3860 4.5827 -0.020
C -1.1153 4.6156 2.5095 -0.106
C -1.4713 5.6540 1.6565 -0.194
C -1.4727 5.4934 0.3077 -0.258
C -1.1623 4.2146 -0.1994 0.027
N -0.9668 3.1724 0.6216 -0.401
C -0.9691 3.3020 1.9360 0.147
C -0.6244 2.1610 2.7211 0.375
O -0.2495 1.0907 2.1129 -0.694
H -0.4732 3.6807 5.7659 0.214
H -1.7128 6.6163 2.0729 0.202
H -1.7194 6.2961 -0.3608 0.197
H -1.1005 4.0356 -1.2325 0.216
O -3.0163 1.4329 -3.6789 -0.738
C -1.9664 1.5458 -3.0079 0.726
O -1.7762 1.9714 -1.8061 -0.803
C -0.7284 1.0191 -3.6882 0.098
C -0.7869 0.6631 -5.0488 -0.234
C 0.2608 -0.0732 -5.5845 -0.199
C 1.3685 -0.3759 -4.7590 -0.285
C 1.3311 0.0050 -3.4349 0.013
N 0.2755 0.6171 -2.8940 -0.424
H -1.6006 1.1142 -5.6396 0.233
H 0.3019 -0.4366 -6.6350 0.193
H 2.2703 -0.8098 -5.2021 0.200
H 2.1075 -0.0968 -2.6534 0.246
```

Results
Gap between HOMO and LUMO (eV): 5.539
Multiplicity: 1
Energy above the lowest of the compared OMol25 structures with the same formula, charge and spin (kJ/mol): 43.0
E_HOMO (eV): -1.522
Total charge: -2
E_LUMO (Eh): 0.148



The following is a quantum chemistry calculation of C25H21BrF4PS5SiSn as an isolated structure, from the OMol25 dataset.

The geometry in XYZ format:
```
59
Properties=species:S:1:pos:R:3:nbo_charge:R:1
Sn 1.6821 -1.2849 1.1106 0.743
F -6.8592 -3.1146 -0.2845 -0.286
C -5.6535 -2.5760 -0.1220 0.289
C -5.5220 -1.2080 0.0296 0.250
F -6.6070 -0.4321 0.0165 -0.290
C -4.2668 -0.6513 0.1924 0.401
F -4.2153 0.6716 0.3418 -0.304
C -3.1112 -1.4264 0.2070 -0.414
P -1.3884 -0.7305 0.3258 0.892
C -1.5095 0.3299 -1.1725 -0.255
C -1.1444 -0.2989 -2.3640 -0.221
C -1.1770 0.3958 -3.5620 -0.212
C -1.5797 1.7233 -3.5788 -0.212
C -1.9551 2.3490 -2.4000 -0.203
C -1.9107 1.6621 -1.1951 -0.238
C -1.5782 0.4429 1.7050 -0.364
C -2.4633 0.2171 2.7555 -0.199
C -2.5132 1.0925 3.8290 -0.209
C -1.6559 2.1808 3.8866 -0.212
C -0.7324 2.3795 2.8714 -0.226
C -0.6912 1.5158 1.7888 -0.145
C -3.2697 -2.8109 0.0574 -0.132
Br -1.7717 -3.9558 0.0744 0.157
C -4.5254 -3.3740 -0.1036 0.291
F -4.6750 -4.6908 -0.2488 -0.292
H -0.7932 -1.3252 -2.3367 0.230
H -0.8692 -0.0926 -4.4776 0.215
H -1.5866 2.2781 -4.5086 0.209
H -2.2848 3.3804 -2.4127 0.209
H -2.1785 2.1689 -0.2798 0.226
H -3.1129 -0.6494 2.7438 0.210
H -3.2175 0.9112 4.6312 0.209
H -1.6952 2.8531 4.7340 0.209
H -0.0342 3.2059 2.9228 0.215
H 0.0418 1.6694 1.0044 0.216
S 6.6414 -6.4781 -0.8450 -0.156
C 5.5492 -5.3251 -0.4116 -0.565
S 3.9118 -5.2816 -0.9710 0.463
C 3.4120 -3.8182 -0.1459 -0.416
C 4.3493 -3.2184 0.6132 -0.405
S 4.1925 -1.7620 1.5390 -0.286
S 5.9114 -4.0154 0.6575 0.467
S 1.7571 -3.3394 -0.3814 -0.289
C 4.6696 1.6951 -1.2021 -1.108
Si 2.9879 1.7251 -0.3378 1.651
C 3.2951 2.0649 1.5005 -1.119
C 1.9598 3.1674 -1.0480 -1.110
C 2.0841 0.1089 -0.6328 -1.429
H 5.2690 2.5720 -0.9454 0.219
H 4.5623 1.6600 -2.2880 0.227
H 5.2266 0.8080 -0.8931 0.246
H 3.8802 2.9739 1.6584 0.225
H 3.8526 1.2307 1.9330 0.244
H 2.3586 2.1643 2.0549 0.222
H 2.5977 3.9955 -1.3667 0.224
H 1.2494 3.5527 -0.3113 0.220
H 1.3790 2.8424 -1.9140 0.233
H 2.6224 -0.4684 -1.3896 0.251
H 1.1053 0.3397 -1.0542 0.230
```

Results
Gap between HOMO and LUMO (eV): 5.798
Multiplicity: 1
Energy above the lowest of the compared OMol25 structures with the same formula, charge and spin (kJ/mol): 31.1
E_HOMO (eV): -3.812
Total charge: -1
E_LUMO (Eh): 0.073



The following is a quantum chemistry calculation of C25H21Cl6N5O8STi as an isolated structure, from the OMol25 dataset.

The geometry in XYZ format:
```
67
Properties=species:S:1:pos:R:3:nbo_charge:R:1
Ti -0.6907 -0.3342 -0.9443 1.638
Cl 0.6420 4.1135 4.6475 0.087
C 0.5006 3.2647 3.1664 -0.126
C -0.1591 2.0373 3.1290 0.033
Cl -0.8611 1.3685 4.5404 0.079
C -0.2419 1.3571 1.9252 -0.173
Cl -1.0269 -0.1774 1.7944 0.155
C 0.3018 1.8652 0.7489 0.337
O 0.2397 1.1623 -0.3775 -0.711
C 0.9377 3.1047 0.7911 -0.122
Cl 1.5739 3.7349 -0.6748 0.066
C 1.0479 3.7929 1.9955 -0.064
Cl 1.8784 5.2921 2.0386 0.082
O -7.2060 2.2991 -0.7477 -0.717
C -6.2218 3.0499 -0.7561 0.727
O -6.0959 4.2817 -0.7372 -0.721
C -4.8623 2.2884 -0.7896 0.002
C -3.6595 2.9805 -0.8120 -0.214
C -2.4656 2.2865 -0.8405 0.047
N -2.4297 0.9481 -0.8327 -0.530
C -3.5975 0.2758 -0.8280 0.057
C -4.8219 0.8941 -0.8126 -0.173
C -3.4019 -1.2014 -0.8999 0.774
O -4.2495 -2.0079 -1.1760 -0.561
O -2.1219 -1.5401 -0.7039 -0.754
H -3.6953 4.0620 -0.8106 0.268
H -1.5119 2.7959 -0.8843 0.209
H -5.7499 0.3380 -0.8179 0.279
C 3.6411 1.1542 0.8990 -0.638
C 3.1889 0.7162 2.2624 -0.039
C 3.4628 1.4667 3.3927 -0.215
C 3.0705 1.0242 4.6502 -0.055
Cl 3.4417 1.9853 6.0474 0.009
C 2.4038 -0.1734 4.7981 -0.216
C 2.1132 -0.9383 3.6730 -0.281
C 2.4927 -0.4890 2.4194 0.290
O 2.2202 -1.1490 1.2502 -0.502
C 1.6041 -2.4148 1.3050 -0.172
C 1.1235 -2.7336 -0.1005 0.806
O 1.3185 -3.7968 -0.6363 -0.586
O 0.4771 -1.7429 -0.6775 -0.743
H 3.9693 2.1927 0.9172 0.222
H 2.8414 1.0475 0.1649 0.226
H 4.4774 0.5376 0.5596 0.224
H 3.9906 2.4076 3.2989 0.231
H 2.1082 -0.5125 5.7808 0.235
H 1.5960 -1.8784 3.8000 0.225
H 2.2994 -3.1901 1.6322 0.211
H 0.7275 -2.4159 1.9621 0.204
S -1.0058 -0.2938 -3.3644 -0.116
C -0.9461 -2.0309 -3.4871 0.388
N 0.1585 -2.7211 -3.6536 -0.560
C -0.1005 -4.1621 -3.6199 -0.237
C -1.6206 -4.2237 -3.3434 -0.227
N -2.0148 -2.8153 -3.4411 -0.551
H 1.0866 -2.2866 -3.5553 0.464
H 0.4825 -4.6183 -2.8226 0.245
H 0.1624 -4.6153 -4.5749 0.207
H -1.8449 -4.5996 -2.3451 0.222
H -2.1522 -4.8231 -4.0788 0.217
H -2.9061 -2.4784 -3.1049 0.448
N 2.6636 -1.3614 -2.9031 -0.681
N 2.2392 -0.0552 -2.5019 -0.656
H 3.5511 -1.3426 -3.3981 0.351
H 2.7909 -1.9147 -2.0623 0.362
H 1.8223 0.4029 -3.3032 0.364
H 3.0146 0.5099 -2.1700 0.349
```

Results
Gap between HOMO and LUMO (eV): 5.926
Multiplicity: 1
Energy above the lowest of the compared OMol25 structures with the same formula, charge and spin (kJ/mol): 65.4
E_HOMO (eV): -7.812
Total charge: 0
E_LUMO (Eh): -0.069